(1)
This record from the OMol25 dataset describes an isolated molecule of C23H18Cl2N2O6. The level of theory is the ωB97M-V functional and the def2-TZVPD basis.

Each line ends with the natural charge from an NBO analysis.
CARTESIAN COORDINATES (ANGSTROEM)
O  0.642  1.062  3.812  -0.592
C  0.496  0.303  2.883  0.660
C  -0.390  -0.951  2.978  -0.157
O  -0.994  -1.244  1.728  -0.538
C  -2.265  -0.774  1.516  0.341
C  -3.328  -1.137  2.335  -0.270
C  -4.614  -0.718  2.048  -0.204
C  -4.859  0.065  0.933  -0.215
C  -3.813  0.437  0.108  -0.206
C  -2.524  0.028  0.403  -0.103
Cl  -1.228  0.523  -0.620  0.018
N  1.055  0.396  1.652  -0.607
C  1.867  1.377  1.114  0.167
C  2.223  2.517  1.838  -0.233
C  2.964  3.519  1.254  -0.143
C  3.364  3.414  -0.078  -0.197
C  4.137  4.514  -0.684  0.778
O  4.465  5.523  -0.111  -0.591
O  4.460  4.296  -1.972  -0.692
C  3.034  2.273  -0.801  -0.183
C  2.308  1.248  -0.216  0.163
N  2.032  0.109  -1.010  -0.639
C  2.277  -1.184  -0.692  0.647
O  2.569  -1.597  0.409  -0.605
C  2.150  -2.109  -1.911  -0.162
O  1.083  -1.751  -2.757  -0.507
C  -0.190  -2.037  -2.353  0.349
C  -0.534  -2.680  -1.170  -0.315
C  -1.864  -2.932  -0.875  -0.185
C  -2.866  -2.537  -1.740  -0.230
C  -2.540  -1.883  -2.917  -0.215
C  -1.214  -1.640  -3.219  -0.099
Cl  -0.792  -0.821  -4.679  0.015
H  0.251  -1.802  3.230  0.218
H  -1.124  -0.805  3.774  0.209
H  -3.141  -1.765  3.193  0.222
H  -5.427  -1.012  2.694  0.220
H  -5.862  0.389  0.704  0.221
H  -3.986  1.053  -0.761  0.231
H  0.812  -0.367  1.031  0.440
H  1.893  2.601  2.860  0.261
H  3.236  4.402  1.809  0.241
H  4.965  5.052  -2.310  0.502
H  3.353  2.185  -1.828  0.230
H  1.880  0.300  -1.993  0.417
H  3.053  -1.999  -2.521  0.220
H  2.084  -3.149  -1.576  0.208
H  0.222  -2.973  -0.460  0.234
H  -2.109  -3.434  0.048  0.221
H  -3.901  -2.725  -1.499  0.222
H  -3.307  -1.559  -3.602  0.230

Atoms 1-2, force components in eV/Å:
0.1 0.1 0.3
-0.4 -0.3 -0.1

Output
E: -2368.666969 hartree
E_LUMO: 0.34 eV
ΔE to the lowest compared entry with this formula, charge and spin: 2.1 kcal/mol
Kohn-Sham gap: 0.3306 Eh


(2)
This record from the OMol25 dataset describes a cluster of 2 separate species, C6H12I2 in total in a non-equilibrium geometry. The level of theory is the ωB97M-V functional and the def2-TZVPD basis.

Each line ends with the natural charge from an NBO analysis.
CARTESIAN COORDINATES (ANGSTROEM)
C  -0.729  -0.639  -1.454  -0.592
C  -2.176  -0.882  0.660  -0.601
C  0.633  1.064  1.490  -0.747
C  2.503  0.389  -0.934  -0.465
C  -0.991  -0.080  -0.065  -0.340
C  0.299  -0.128  0.719  0.016
I  2.440  2.396  -1.646  0.106
I  0.981  -2.106  1.005  0.144
H  0.155  -0.042  -1.857  0.218
H  -0.556  -1.639  -1.421  0.207
H  -1.611  -0.451  -2.007  0.206
H  -2.013  -1.884  0.792  0.210
H  -3.036  -0.603  0.019  0.209
H  -2.420  -0.548  1.656  0.208
H  1.686  1.207  1.645  0.224
H  0.427  1.990  0.808  0.237
H  0.181  1.144  2.477  0.228
H  2.910  0.192  -0.037  0.153
H  2.669  -0.290  -1.709  0.169
H  -1.353  0.909  -0.141  0.211

Atoms 1-2, force components in eV/Å:
0.6 3.9 0.1
-0.1 3.6 -1.4

Output
E: -831.037550 hartree
E_LUMO (alpha / beta): -0.28 / 0.29 eV
ΔE to the lowest compared entry with this formula, charge and spin: 74.0 kcal/mol
Kohn-Sham gap (alpha / beta): 0.2681 / 0.3171 Eh


(3)
This record from the OMol25 dataset describes a cluster of 7 separate species, C28H37BN5O11 in total in a non-equilibrium geometry. The level of theory is the ωB97M-V functional and the def2-TZVPD basis.

Each line ends with the Löwdin spin population.
CARTESIAN COORDINATES (ANGSTROEM)
O  -0.443  -3.731  -0.858  0.000
C  -0.248  -2.852  -0.069  0.000
O  0.870  -2.666  0.566  0.004
B  0.691  -1.520  1.447  0.016
O  -0.729  -1.153  1.369  0.005
C  -1.430  -1.947  0.524  0.000
O  -2.654  -1.872  0.139  0.000
O  1.501  -0.369  0.978  0.089
C  2.199  0.109  1.973  0.233
O  3.033  1.008  1.975  0.191
C  2.039  -0.929  3.081  0.204
O  1.219  -1.860  2.712  0.064
O  2.680  -0.954  4.133  0.171
N  4.349  3.765  -1.418  0.000
C  4.681  5.071  -1.476  0.000
C  4.148  6.008  -0.635  0.000
C  3.250  5.625  0.347  0.000
C  2.929  4.286  0.511  0.000
C  3.569  3.395  -0.385  0.001
H  5.537  5.407  -2.042  0.000
H  4.538  7.009  -0.520  0.000
H  2.726  6.359  0.940  0.000
H  2.183  3.916  1.198  0.000
H  3.364  2.334  -0.367  0.000
C  -0.843  2.143  0.679  0.003
C  -1.072  2.292  -0.841  0.000
O  -1.103  3.665  -1.040  0.000
C  -0.694  4.308  0.074  0.000
O  -0.542  5.484  0.111  0.000
O  -0.548  3.470  1.152  0.002
H  -0.112  1.439  1.077  0.004
H  -1.819  1.828  1.047  0.000
H  -2.008  1.754  -0.989  0.000
H  -0.318  1.747  -1.409  0.000
C  -4.826  -6.786  -0.647  0.000
C  -3.729  -5.709  -0.993  0.000
C  -3.439  -4.852  0.295  0.000
C  -4.561  -4.157  0.949  0.000
N  -5.373  -3.528  1.419  0.000
H  -4.507  -7.345  0.233  0.000
H  -4.794  -7.423  -1.531  0.000
H  -5.800  -6.300  -0.572  0.000
H  -4.062  -5.085  -1.823  0.000
H  -2.872  -6.184  -1.471  0.000
H  -2.701  -4.158  -0.106  0.000
H  -2.979  -5.358  1.144  0.000
C  2.027  1.559  6.528  0.001
C  2.544  2.448  5.456  0.001
C  3.992  2.186  4.962  0.001
C  5.034  2.749  5.910  0.000
N  5.873  3.142  6.619  0.000
H  2.595  1.523  7.458  0.000
H  1.934  0.541  6.150  0.000
H  0.993  1.728  6.830  0.000
H  2.567  3.472  5.832  0.000
H  1.785  2.307  4.687  0.003
H  4.158  2.682  4.005  0.000
H  4.141  1.107  4.978  0.001
C  -6.495  -1.760  -4.058  0.000
C  -6.397  -1.895  -2.544  0.000
C  -5.009  -1.669  -1.859  0.000
C  -4.492  -0.331  -2.180  0.000
N  -4.110  0.769  -2.443  0.000
H  -5.798  -2.512  -4.430  0.000
H  -6.014  -0.865  -4.451  0.000
H  -7.460  -2.119  -4.417  0.000
H  -6.527  -2.922  -2.202  0.000
H  -7.143  -1.351  -1.966  0.000
H  -4.303  -2.491  -1.980  0.000
H  -5.206  -1.688  -0.787  0.000
C  2.850  -0.458  -2.605  0.001
C  2.795  0.503  -3.847  0.000
C  3.601  -0.104  -4.993  0.000
C  4.893  -0.760  -4.789  0.000
N  5.922  -1.387  -4.540  0.000
H  3.830  -0.328  -2.146  0.001
H  2.609  -1.456  -2.970  0.000
H  2.039  -0.238  -1.911  0.000
H  2.972  1.559  -3.643  0.000
H  1.811  0.543  -4.314  0.000
H  3.713  0.682  -5.739  0.000
H  2.979  -0.855  -5.481  0.000

Atoms 1-2, force components in eV/Å:
-0.5 -0.6 -1.2
-1.0 -1.2 0.8

Output
E: -2215.561308 hartree
E_LUMO (alpha / beta): 3.66 / 3.66 eV
multiplicity: 2
Kohn-Sham gap (alpha / beta): 0.0783 / 0.2285 Eh
⟨S²⟩: 0.75
charge: -2


(4)
This record from the OMol25 dataset describes a cluster of 2 separate species, H4SSi2 in total in a non-equilibrium geometry. The level of theory is the ωB97M-V functional and the def2-TZVPD basis.

Each line ends with the natural charge from an NBO analysis.
CARTESIAN COORDINATES (ANGSTROEM)
Si  0.290  -1.460  -0.836  0.634
Si  -0.698  1.194  0.494  0.927
S  -0.131  2.499  -0.915  -0.627
H  1.729  -1.167  -0.681  -0.252
H  0.575  -2.787  -0.469  -0.281
H  -1.954  1.325  1.192  -0.182
H  0.188  0.395  1.215  -0.219

Atoms 1-2, force components in eV/Å:
-0.7 1.8 -0.2
0.0 2.4 -2.4

Output
E: -979.440289 hartree
E_LUMO: -1.86 eV
ΔE to the lowest compared entry with this formula, charge and spin: 67.5 kcal/mol
Kohn-Sham gap: 0.2581 Eh